Here is a cluster of 2 separate species, C2H6O2S in total in a non-equilibrium geometry from the OMol25 dataset. Energies are from the ωB97M-V functional and the def2-TZVPD basis.

Results
* relative energy (zero: lowest compared OMol25 entry of this formula, charge and spin): 2.495 eV
* lowest unoccupied orbital energy: 0.52 eV
* HOMO: -0.295 hartree
* DFT total energy: -17099.0259 eV
* charge: 0
* SMILES string: C=O.CSO
* frontier orbital gap: 8.556 eV

Geometry as XYZ:
```
11
Properties=species:S:1:pos:R:3:forces:R:3:nbo_charge:R:1
S -0.205453 -0.430297 1.146921 -0.4496 0.8248 1.9099 0.488
O -0.470848 -1.587637 2.414486 0.0572 0.2736 -0.8766 -0.871
O 0.185395 1.444942 -0.670103 -0.4600 0.0105 -0.0445 -0.500
C -0.418769 -1.395158 -0.328251 1.4481 -1.9225 1.3416 -0.794
C 0.437753 2.528860 -1.086895 2.2512 1.2090 -0.4812 0.316
H -1.126522 -2.162970 -0.149695 -1.3904 -0.3799 0.1640 0.228
H 0.490763 -1.978524 -0.270147 0.4862 -0.1710 -1.1758 0.211
H 0.066162 3.037121 -1.960540 -1.5817 -0.2727 -0.8243 0.101
H -0.587272 -0.924631 -1.267421 0.0256 0.8160 -0.2580 0.251
H 1.303185 3.181438 -0.792549 -0.1794 -0.6608 1.0517 0.089
H 0.325606 -1.713145 2.964195 -0.2071 0.2728 -0.8069 0.481
```
Forces are in eV/Å.